(1)
90
Properties=species:S:1:pos:R:3:lowdin_charge:R:1 method="wB97M-V/def2-TZVPD" homo_lumo_gap_ev="8.35 / 8.66" energy_ev=-58025.5051 multiplicity=2
C -3.04004 -4.66684 -0.78612 -0.048
O -1.63158 -4.60455 -0.63716 0.000
B -1.05611 -3.93568 0.42728 -0.682
O -1.46441 -2.65807 0.77295 0.143
C 0.10492 -4.72917 1.20201 -0.279
P 1.35142 -4.65988 -0.11533 0.511
N 1.40651 -3.24735 -0.75258 -0.119
O 1.03500 -5.84386 -1.15715 -0.131
O 2.70887 -5.10511 0.61288 -0.127
C 0.65132 -3.93564 2.41340 -0.097
C 0.11459 -4.39077 3.77139 -0.461
C -1.38120 -4.08545 3.94872 0.011
C 0.89948 -3.66549 4.86450 -0.030
N 0.41413 -5.84619 3.89008 -0.126
O 1.64493 -6.10263 4.11008 -0.004
C -0.28975 -6.77181 2.95416 -0.437
C 0.51110 -8.07395 2.89865 -0.046
C -1.69689 -7.12361 3.50050 -0.027
C -0.36615 -6.19833 1.50261 -0.051
H -3.42809 -5.56965 -0.30769 0.094
H -3.28240 -4.69402 -1.84730 0.096
H -3.53829 -3.79530 -0.35284 0.089
H -2.28596 -2.61301 1.27497 0.107
H 1.24138 -3.24988 -1.75152 0.003
H 0.11947 -6.15493 -1.09637 0.073
H 3.45810 -4.83081 0.06067 0.091
H 0.40095 -2.88056 2.28795 0.131
H 1.73738 -3.99562 2.47439 0.110
H -1.90268 -3.95961 2.99836 0.075
H -1.89798 -4.85626 4.50861 0.068
H -1.50249 -3.15949 4.50941 0.090
H 1.96914 -3.69523 4.67670 0.082
H 0.69169 -4.11173 5.83816 0.096
H 0.57981 -2.62248 4.88873 0.088
H 1.46597 -7.93555 2.39593 0.087
H -0.07117 -8.79330 2.31807 0.090
H 0.67048 -8.47992 3.89669 0.094
H -1.85478 -8.20074 3.44235 0.079
H -1.77963 -6.86261 4.55374 0.079
H -2.50165 -6.63414 2.95222 0.077
H 0.21381 -6.88243 0.88251 0.101
H -1.39611 -6.30319 1.15592 0.107
C -4.65542 0.94298 -0.10959 -0.125
O -3.50489 0.83282 0.69860 -0.197
C -2.33177 0.41458 -0.00325 -0.207
C -1.30490 1.52222 -0.04112 -0.209
N -1.75159 2.62367 -0.88183 -0.045
C -0.90052 3.80724 -0.83767 -0.202
C -0.80282 4.56178 0.48115 -0.220
O -2.01145 5.18482 0.87931 -0.178
C -2.88462 4.38742 1.65292 -0.104
H -5.49100 1.18055 0.54723 0.087
H -4.56124 1.73506 -0.86093 0.082
H -4.87210 0.00230 -0.62827 0.084
H -2.58815 0.09459 -1.01787 0.126
H -1.91411 -0.43994 0.52722 0.096
H -0.37205 1.11976 -0.44686 0.129
H -1.11096 1.82992 0.99691 0.110
H -2.69013 2.88256 -0.60379 0.073
H -1.26806 4.50591 -1.59180 0.106
H 0.11015 3.52313 -1.14475 0.119
H -0.07896 5.36963 0.34238 0.116
H -0.42077 3.92936 1.29194 0.111
H -2.33269 3.67621 2.27485 0.088
H -3.59629 3.82945 1.03689 0.072
H -3.44996 5.05525 2.30306 0.086
C 0.03566 6.69466 -2.88996 -0.118
O 0.91036 5.58738 -2.96151 -0.215
C 1.14785 5.11195 -4.28108 -0.212
C 2.59275 5.32448 -4.67309 -0.218
N 2.88521 6.74107 -4.82810 -0.051
C 4.29452 7.05436 -5.02606 -0.203
C 5.25484 6.75183 -3.88177 -0.229
O 5.03874 7.54384 -2.72924 -0.178
C 4.11074 7.02892 -1.79516 -0.103
H -0.14770 6.89484 -1.83516 0.084
H 0.46518 7.59144 -3.34990 0.084
H -0.92150 6.47839 -3.37591 0.090
H 0.47932 5.60679 -4.99182 0.123
H 0.92712 4.04067 -4.29586 0.124
H 2.78054 4.81757 -5.62468 0.124
H 3.21701 4.83819 -3.90954 0.109
H 2.55182 7.23301 -4.00846 0.074
H 4.36783 8.12200 -5.24646 0.118
H 4.64425 6.52160 -5.91688 0.118
H 6.26423 6.98962 -4.22722 0.120
H 5.25152 5.68845 -3.61221 0.110
H 4.11503 5.93475 -1.78718 0.088
H 3.08981 7.37111 -1.98900 0.072
H 4.40610 7.38665 -0.80899 0.087


(2)
88
Properties=species:S:1:pos:R:3:lowdin_charge:R:1 method="wB97M-V/def2-TZVPD" homo_lumo_gap_ev=9.23 energy_ev=-68720.3292
C -2.48485 7.40983 0.33415 -0.183
C -3.10326 6.31090 1.31142 -0.319
C -2.65315 4.80004 0.97579 -0.668
Cl -0.96331 4.87767 0.20758 0.560
Si -2.47096 3.69864 2.52841 0.466
C -1.05771 2.39568 2.40180 -0.212
O -3.90037 2.83830 2.97426 -0.423
Si -4.11248 2.72818 4.68488 0.535
C -2.70826 1.82565 5.61560 -0.285
C -1.46874 2.74238 6.02921 -0.279
N -0.92967 2.47975 7.40288 -0.099
C -1.40044 3.64723 8.23191 -0.254
C -1.15951 3.33142 9.77984 -0.081
C 0.54820 2.52078 7.23940 -0.431
C 1.38409 3.82703 6.91944 -0.014
O 1.14555 1.43980 7.33355 0.063
H -2.67164 7.08580 -0.74627 0.076
H -1.37851 7.61795 0.52266 0.062
H -3.07392 8.38298 0.47174 0.078
H -4.23680 6.33819 1.15048 0.114
H -2.91031 6.61574 2.38420 0.092
H -3.35302 4.32800 0.21969 0.087
H -2.08792 4.57850 3.66276 0.011
H -1.40595 1.49057 3.00885 0.033
H -0.94022 2.06552 1.32487 0.020
H -0.08056 2.74552 2.86236 0.045
H -5.33511 1.91440 4.89064 -0.034
H -4.42191 4.03237 5.31969 -0.024
H -3.17283 1.44390 6.59549 0.091
H -2.42298 0.89864 5.02518 0.079
H -1.71059 3.84982 5.84248 0.093
H -0.61989 2.49558 5.29608 0.113
H -1.00049 4.64769 7.87717 0.109
H -2.53474 3.68136 8.07471 0.123
H -0.97953 4.29419 10.34593 0.073
H -2.10645 2.81212 10.15580 0.082
H -0.27176 2.62293 9.84772 0.079
H 1.03343 4.28013 5.93027 0.088
H 1.25036 4.61355 7.73504 0.084
H 2.49303 3.58919 6.78667 0.096
C -0.56544 -2.30363 -3.56072 -0.114
O 0.66940 -1.68986 -3.90541 -0.211
C 0.55649 -0.74286 -4.96879 -0.204
C 0.71992 0.68572 -4.45012 -0.209
N -0.43073 1.09500 -3.64562 -0.052
C -0.21409 2.32459 -2.87540 -0.195
C 0.92539 2.34191 -1.84528 -0.228
O 0.71107 1.50136 -0.71798 -0.198
C 1.01907 0.13279 -0.92691 -0.092
H -0.34683 -3.15063 -2.90902 0.085
H -1.20963 -1.61244 -3.01486 0.074
H -1.08424 -2.67631 -4.44981 0.094
H -0.37510 -0.86464 -5.52972 0.122
H 1.38367 -0.95211 -5.65416 0.118
H 0.82434 1.36709 -5.30012 0.122
H 1.64778 0.71750 -3.87005 0.099
H -0.66221 0.35417 -2.99600 0.062
H -1.14842 2.52041 -2.33970 0.112
H -0.07251 3.15414 -3.57678 0.118
H 0.97974 3.35893 -1.44686 0.090
H 1.90578 2.14635 -2.29418 0.111
H 1.86420 -0.00518 -1.60600 0.089
H 0.13910 -0.39883 -1.29402 0.069
H 1.28017 -0.30683 0.03827 0.091
C 1.52159 -9.27080 -5.33050 -0.113
O 2.75479 -8.65736 -5.67508 -0.196
C 2.64427 -7.70516 -6.73419 -0.208
C 2.81248 -6.27911 -6.20963 -0.210
N 1.66370 -5.86917 -5.40262 -0.049
C 1.88503 -4.64279 -4.62738 -0.191
C 3.02560 -4.63569 -3.59897 -0.210
O 2.81027 -5.48132 -2.47547 -0.177
C 3.11301 -6.84920 -2.69253 -0.099
H 1.74262 -10.12014 -4.68267 0.090
H 0.87852 -8.58143 -4.78087 0.071
H 1.00085 -9.63995 -6.21977 0.088
H 1.71177 -7.82127 -7.29493 0.120
H 3.47005 -7.91423 -7.42086 0.119
H 2.91847 -5.59462 -7.05698 0.122
H 3.74078 -6.25263 -5.63012 0.099
H 1.43045 -6.61193 -4.75582 0.062
H 0.95339 -4.44652 -4.09092 0.095
H 2.02845 -3.81053 -5.32453 0.116
H 3.08438 -3.62066 -3.19548 0.119
H 4.00453 -4.83289 -4.05053 0.110
H 3.95635 -6.98633 -3.37404 0.088
H 2.23051 -7.37574 -3.06090 0.068
H 3.37443 -7.29509 -1.73029 0.089